(1)
{"formula": "C8H13I2N4", "method": "the ωB97M-V functional and the def2-TZVPD basis", "e_tot_ha": -1126.67219, "total_charge": 1, "max_force_ev_per_a": 6.235, "e_homo_ev": -12.48, "elements": ["C", "H", "H", "H", "C", "C", "C", "N", "H", "H", "H", "N", "C", "I", "C", "I", "C", "H", "H", "N", "H", "C", "H", "H", "N", "H", "H"], "xyz": [[-0.48083, 1.24055, 2.58488], [-0.88477, -1.93136, -4.08201], [-1.90257, -1.25445, -2.81047], [0.03716, 0.41877, -3.47378], [-0.27182, -0.03518, -1.41697], [-0.88724, -1.70355, -3.07292], [0.01195, 1.82690, 0.01032], [-0.82127, -0.79987, -0.58778], [0.07714, 3.88628, -0.45630], [-1.01233, -1.18443, 1.28439], [-1.38602, 1.99424, 2.54685], [-0.07802, 3.11735, 0.33665], [-1.06815, -0.35374, 0.70716], [4.14295, -0.40704, 0.89346], [2.15414, -0.36963, 1.05307], [1.44297, -3.76695, 1.88637], [-0.04925, 0.78365, 1.17603], [1.63886, -4.87028, 3.04902], [-0.09290, 3.31672, 1.38890], [1.17143, 0.23689, 1.29756], [-0.33670, -2.56136, -2.53388], [0.03861, -0.49015, -2.72756], [-2.13396, 0.04585, 0.75947], [0.25085, 1.84081, 3.02585], [0.02874, 1.37488, -1.17323], [-0.71189, 0.40021, 3.20022], [1.12294, -0.75510, -2.86532]], "atomic_forces_ev_per_a": [[-2.58, 2.07, -1.44], [0.14, -0.31, -2.10], [1.05, -1.88, 0.10], [-0.68, -1.66, 1.33], [1.03, 2.73, 1.46], [1.11, 1.44, 2.22], [-0.83, -1.12, 0.24], [-0.12, -0.72, -0.30], [-0.59, -2.33, 2.69], [0.32, -2.20, 2.55], [1.35, -1.91, -0.15], [0.77, 2.46, 0.43], [-1.22, 3.28, -1.50], [-0.16, -0.48, -0.09], [-1.85, 2.55, 1.09], [-0.06, -0.16, 0.04], [-3.72, 0.88, 0.86], [0.02, 0.19, -0.10], [0.19, 0.26, -2.66], [5.02, -3.46, -1.32], [-2.13, 0.97, -0.39], [1.23, 0.40, -4.49], [1.26, -0.14, 0.21], [1.54, 0.65, 0.91], [-0.11, -0.99, -0.68], [-0.23, -0.49, 0.43], [-0.74, -0.03, 0.63]]}



(2)
{"formula": "C8H13MnN2", "method": "the ωB97M-V functional and the def2-TZVPD basis", "multiplicity": 4, "e_tot_ha": -1572.79631, "total_charge": 1, "max_force_ev_per_a": 2.692, "e_homo_ev": [-12.75, -11.09], "elements": ["N", "Mn", "H", "H", "H", "H", "H", "H", "H", "C", "C", "C", "H", "H", "H", "H", "C", "C", "C", "H", "N", "H", "C", "C"], "xyz": [[0.38598, -1.36537, 1.00228], [-0.03878, -0.27932, -0.77212], [0.69159, 1.17100, 1.44366], [2.03769, -4.69912, 5.33132], [1.22820, -3.20114, 7.15985], [-0.14113, -1.84881, -2.68013], [-0.32946, -0.45284, 4.22294], [0.03242, -1.08552, 6.60026], [1.68468, -4.05688, 2.94516], [0.69477, -2.19590, 3.43674], [1.53111, -3.76186, 5.09102], [0.28821, -2.06714, -1.68774], [-0.50608, 1.45815, -1.06337], [-0.25786, -2.85220, -1.15595], [-0.45276, 2.18418, 0.86408], [1.36608, -2.24572, -1.76521], [1.07154, -2.92169, 6.11480], [0.53416, -1.77949, 2.08808], [1.34070, -3.40798, 3.75391], [-0.90756, 0.77221, 1.56017], [-0.20670, 1.20168, 0.95618], [-0.22927, 1.23900, -1.80170], [0.20562, -1.37309, 4.46935], [0.40394, -1.73324, 5.80330]], "atomic_forces_ev_per_a": [[0.44, -0.91, 2.07], [0.21, -1.01, 2.32], [-0.30, -0.03, -0.04], [-0.19, 0.35, -0.08], [-0.06, 0.10, -0.39], [0.20, -0.58, 0.16], [0.21, -0.28, 0.11], [0.12, -0.23, -0.30], [-0.05, 0.20, 0.33], [0.10, -0.45, 1.00], [-0.13, 0.17, -0.16], [-0.42, 1.01, -0.95], [0.20, -0.42, -1.67], [0.19, 0.15, -0.15], [0.00, 0.00, 0.07], [-0.24, -0.05, 0.10], [0.02, -0.05, -0.28], [-0.39, 0.94, -2.49], [0.02, 0.07, -0.01], [0.20, 0.16, 0.01], [-0.04, 0.27, 0.26], [-0.14, 0.58, 0.25], [0.06, 0.04, 0.12], [-0.03, -0.03, -0.25]]}



(3)
{"formula": "C8H13N", "method": "the ωB97M-V functional and the def2-TZVPD basis", "e_tot_ha": -367.07900, "max_force_ev_per_a": 6.306, "e_homo_ev": -8.60, "elements": ["H", "H", "H", "H", "C", "C", "C", "H", "H", "H", "H", "C", "N", "H", "H", "H", "C", "C", "C", "C", "H", "H"], "xyz": [[1.74255, -1.78205, 1.00559], [-1.93337, -1.36738, 1.50068], [-1.26731, -1.39445, -0.85314], [0.04633, -2.52203, -1.80228], [0.58810, -0.78526, -0.47663], [-0.04102, 2.98891, -0.09403], [-0.35084, 0.56460, -0.67920], [-2.30600, 0.48460, 0.83883], [1.24170, -2.85498, -0.56974], [0.23838, 3.93280, -0.46965], [1.17475, -0.07394, 1.37760], [0.42621, 1.86335, -0.70226], [-0.85467, -1.20296, 1.18560], [-1.23964, 2.95660, 0.38151], [-0.91782, 0.37571, -1.48237], [1.22122, 1.97753, -1.35296], [0.42008, -2.19917, -0.85910], [-1.09096, 0.25330, 0.68959], [-0.52088, -1.59853, -0.06627], [1.57041, -0.68469, 0.69778], [-0.58161, 0.93654, 1.36567], [2.43437, 0.13151, 0.36478]], "atomic_forces_ev_per_a": [[0.69, 2.36, 0.07], [3.42, -0.71, -0.99], [-0.89, -0.12, 0.81], [-0.15, -0.15, -0.76], [0.79, 3.08, -0.27], [-4.14, -2.52, -0.31], [4.08, -1.72, 4.09], [3.18, -0.32, -0.96], [-0.05, 0.18, 0.15], [0.80, 1.12, 0.31], [-1.78, 1.54, 3.47], [-3.38, 1.27, 1.81], [-5.12, 2.18, 2.97], [3.94, 0.09, -1.03], [-2.05, -0.13, -3.16], [1.73, -0.13, -1.17], [4.04, -3.99, -2.69], [-2.65, 2.41, 2.07], [-4.00, -1.29, -1.29], [2.97, -0.20, -4.19], [-0.38, 0.02, 0.53], [-1.07, -2.99, 0.52]]}



(4)
{"formula": "C8H13N", "method": "the ωB97M-V functional and the def2-TZVPD basis", "multiplicity": 3, "e_tot_ha": -367.12734, "max_force_ev_per_a": 5.580, "e_homo_ev": [-3.49, -8.58], "elements": ["N", "H", "C", "H", "H", "H", "C", "H", "H", "C", "C", "H", "H", "C", "H", "H", "C", "C", "H", "C", "H", "H"], "xyz": [[1.28738, -0.55698, 0.35928], [4.11334, 0.89270, -0.68810], [0.11077, 0.64895, 0.27254], [3.35198, -1.05247, 0.14392], [-0.83880, 0.21524, -2.01324], [2.63942, 1.81518, -0.00831], [2.60379, -0.28630, 0.10909], [-2.45130, -0.42120, -1.79770], [1.30881, -2.47503, 0.41997], [-0.68366, -1.51462, -0.00851], [3.19113, 0.91118, -0.12765], [-1.31189, -2.37982, -0.07758], [0.44298, 1.36069, -0.56866], [-2.14512, 0.30509, 1.02943], [-2.90531, -0.53049, 1.25066], [-1.70721, 0.78623, 1.98616], [-1.16011, -0.05028, 0.02604], [-1.68545, 0.36096, -1.33503], [-2.15480, 1.32653, -1.18862], [0.59469, -1.71732, 0.30477], [-2.76755, 1.16137, 0.63405], [0.16693, 1.20037, 1.27749]], "atomic_forces_ev_per_a": [[-1.25, 3.20, -1.37], [0.13, 0.30, 0.22], [4.45, 1.30, 0.56], [-0.54, -1.30, -0.11], [-0.25, 0.95, -0.30], [0.01, 0.72, -0.06], [-1.33, -2.16, 0.97], [1.14, 1.69, 1.36], [-0.16, -1.98, -0.16], [-4.45, -0.07, -0.65], [0.27, 2.30, -0.41], [-0.81, 0.08, -0.07], [-0.40, -1.15, 1.36], [-3.27, 1.25, 3.06], [1.28, 1.24, -0.06], [-0.70, -1.43, -1.18], [1.17, -2.37, -1.39], [-1.08, -2.72, -1.52], [0.22, 0.37, -0.95], [5.08, 1.48, 1.78], [0.40, -0.83, 0.46], [0.10, -0.88, -1.54]]}



(5)
{"formula": "C8H13N2O2", "method": "the ωB97M-V functional and the def2-TZVPD basis", "e_tot_ha": -572.32276, "total_charge": 1, "max_force_ev_per_a": 5.426, "e_homo_ev": -14.88, "elements": ["C", "H", "C", "N", "H", "H", "C", "H", "C", "H", "C", "O", "H", "H", "H", "H", "H", "C", "C", "H", "H", "N", "H", "O", "C"], "xyz": [[-0.13794, -0.38228, -1.85170], [-2.81207, -0.55746, 0.25069], [0.16962, 2.69735, 0.05998], [-2.61760, 0.41313, 0.23420], [2.38685, -0.63804, 1.49571], [-1.19796, -0.57393, -2.26340], [-0.03414, 0.38530, -0.51173], [0.65484, -2.43175, 1.61217], [0.67003, -0.83492, 0.14724], [0.12189, -2.44576, -1.26148], [0.57841, -1.53155, -1.21605], [0.48570, 3.83556, 0.15837], [1.47462, -1.75905, -1.62527], [-3.43167, 1.00484, 0.75641], [0.28025, -0.87709, 2.26529], [0.41749, 0.10073, -2.59169], [-1.94454, 2.99970, 0.89910], [-1.50419, 1.04965, 0.05919], [2.18425, -0.42138, 0.43980], [2.79283, -1.16427, -0.07654], [2.53530, 0.62429, 0.30031], [-1.21724, 2.28458, 0.45646], [-0.78382, -1.87747, 1.28269], [0.75858, 1.62142, -0.45261], [0.17051, -1.52158, 1.43285]], "atomic_forces_ev_per_a": [[-2.10, 0.47, 0.25], [0.46, -1.00, -0.51], [-2.07, 0.57, -0.02], [-3.55, 3.46, 2.22], [-0.11, 0.17, -0.09], [1.57, 0.41, 0.86], [-3.14, 2.06, 1.16], [1.53, -1.12, 0.18], [2.16, 0.81, 0.83], [-1.89, -2.25, 0.28], [-1.20, 0.76, 1.28], [0.58, -1.24, -0.06], [3.11, -0.16, -1.27], [2.44, -1.99, -1.75], [-0.14, 0.57, 0.90], [0.77, 0.82, -1.37], [2.31, -1.91, -1.34], [3.77, -0.90, 0.45], [-0.02, -0.57, 0.85], [0.25, 0.45, -0.23], [-0.45, -1.00, -0.42], [-1.67, 0.70, 0.18], [-2.76, -0.32, 0.00], [-0.35, -0.09, -0.40], [0.47, 1.31, -1.97]]}



(6)
{"formula": "C8H13N2O4P", "method": "the ωB97M-V functional and the def2-TZVPD basis", "e_tot_ha": -1064.42164, "total_charge": -2, "max_force_ev_per_a": 3.905, "e_homo_ev": 0.82, "elements": ["C", "H", "H", "O", "C", "N", "C", "H", "H", "N", "O", "C", "H", "H", "H", "H", "C", "H", "H", "O", "O", "P", "C", "H", "C", "H", "H", "C"], "xyz": [[1.16489, -0.49879, 0.36720], [1.79554, -2.53471, -2.14662], [2.38592, -2.76756, -0.43427], [-1.42541, 2.16023, 1.50930], [2.20857, 0.40244, -0.14841], [-2.02219, 0.16827, 0.66490], [-1.12664, 0.78939, 1.50083], [-4.62357, 1.57938, -0.49160], [-3.89509, 0.05557, -1.00152], [-2.35610, 2.40685, 0.55167], [0.21576, -2.23446, 2.27347], [-3.79229, 1.05989, -0.92144], [-0.35323, -1.84213, -0.03087], [1.04795, -3.60423, -1.07216], [1.09216, 1.40286, -1.51908], [2.35681, 2.60572, -0.85431], [1.49082, -2.66556, -1.07308], [3.13457, 0.59588, 0.62382], [0.23103, -0.96150, -1.42265], [2.01992, -0.64855, 3.09916], [-0.36652, 0.46605, 2.39349], [1.06905, -1.08143, 1.97206], [1.59276, 1.77750, -0.62889], [1.06326, 2.15312, 0.24049], [-2.67916, 1.24641, 0.04849], [2.72934, -0.00975, -1.05027], [-3.48898, 1.56555, -1.86864], [0.53083, -1.58643, -0.58106]], "atomic_forces_ev_per_a": [[0.34, -2.74, 0.40], [0.03, 0.23, 0.83], [-0.25, 0.33, -0.28], [0.92, -0.20, -0.27], [2.86, 1.27, 0.84], [0.75, 1.40, -0.63], [-3.24, 0.76, -0.08], [-0.88, 0.06, -0.07], [-0.79, -3.01, -0.64], [-1.26, 0.49, -1.26], [-0.96, -1.43, -0.35], [1.88, 3.42, -0.16], [-0.41, -0.99, -0.20], [-1.10, -2.04, 0.13], [-0.88, 1.05, 0.05], [-0.67, -1.22, -0.19], [0.99, 0.91, -0.62], [-2.26, -0.39, -1.47], [-0.48, -0.27, -0.51], [-0.77, -0.15, -1.96], [0.69, -0.88, 0.86], [1.96, 2.37, 1.81], [2.21, -0.29, 0.67], [-0.93, 0.02, -0.49], [1.66, -0.92, 2.50], [-0.17, -0.06, 0.36], [-0.49, -0.59, 0.41], [1.25, 2.87, 0.30]]}



(7)
{"formula": "C8H13N2O5PS", "method": "the ωB97M-V functional and the def2-TZVPD basis", "e_tot_ha": -1537.94353, "max_force_ev_per_a": 4.834, "e_homo_ev": -8.94, "elements": ["C", "P", "C", "C", "O", "C", "H", "C", "H", "H", "H", "N", "H", "C", "C", "H", "S", "O", "O", "H", "H", "H", "C", "N", "O", "O", "H", "H", "H", "H"], "xyz": [[-0.30569, -1.31265, -2.60778], [-0.82568, -2.97521, -2.02835], [-0.69907, 0.75369, -1.39162], [-0.16563, 2.75876, 1.33615], [-2.05508, -2.72969, -1.15246], [-0.27405, 1.23011, 1.15022], [-0.73740, -2.53927, 3.09389], [2.18945, 2.73398, 0.42774], [1.15740, 4.38098, 1.41304], [-1.67631, -2.08664, -0.45494], [1.81754, 3.04507, 2.49976], [-0.72187, -1.02629, 0.43992], [1.66147, 2.70949, -0.53640], [1.29138, 3.29350, 1.52935], [-0.51668, 0.35617, 0.06161], [-0.82593, 3.02484, 2.04862], [0.01721, 0.29656, 2.59195], [-1.07366, -3.80124, -3.19581], [0.12600, -3.87870, -1.03777], [-0.28326, -4.69503, -0.97771], [-0.47267, 3.17495, 0.37792], [0.68594, -1.09558, -2.23278], [-0.50646, -1.16833, 1.71349], [-0.69629, -2.38106, 2.13467], [-1.22623, -0.19648, -2.27658], [-0.42823, 1.92776, -1.72357], [-0.18909, -1.40762, -3.75278], [-0.75254, -3.24993, 1.50232], [2.28907, 1.66899, 0.65787], [3.19636, 3.18885, 0.39002]], "atomic_forces_ev_per_a": [[0.67, 0.69, -0.72], [-0.02, -1.90, -1.21], [0.66, 2.78, 0.02], [2.85, -2.13, -3.27], [-1.00, 1.15, 1.75], [0.28, -0.67, -1.59], [-0.01, -0.59, 1.59], [-0.25, -0.62, -0.01], [0.43, -0.25, 0.38], [-0.74, -0.11, -0.08], [-1.08, 0.43, -0.68], [0.70, 3.65, -0.97], [0.42, 0.54, 0.08], [0.01, 0.02, 0.20], [-0.45, -0.14, 1.36], [-2.07, 1.08, 2.60], [-0.92, -1.25, -0.64], [-0.21, -0.47, -1.29], [1.90, 4.31, 0.09], [-1.24, -2.80, -0.06], [-0.23, 0.09, 0.05], [0.35, 0.27, 0.11], [0.16, 1.44, -2.17], [-0.04, -4.17, 0.54], [1.56, -0.05, 0.63], [-1.14, -3.80, 0.40], [-0.60, 0.23, 1.88], [0.21, 2.45, 1.15], [0.45, -0.03, -0.03], [-0.64, -0.14, -0.12]]}



(8)
{"formula": "C8H13N2O6", "method": "the ωB97M-V functional and the def2-TZVPD basis", "e_tot_ha": -873.42565, "total_charge": -1, "max_force_ev_per_a": 1.871, "e_homo_ev": -4.84, "elements": ["C", "H", "N", "H", "H", "C", "O", "O", "O", "H", "H", "H", "C", "H", "H", "C", "H", "O", "H", "C", "H", "N", "H", "C", "H", "O", "C", "O", "C"], "xyz": [[-0.04549, -1.55091, -2.07219], [-0.28573, -2.41931, -1.38977], [1.38978, -1.24200, -1.91752], [-1.50150, -0.02993, -2.75265], [1.64158, -0.32749, -2.29784], [-0.75907, 1.38131, -0.03589], [2.17426, 3.21510, 2.84456], [0.73539, 2.92435, 4.46146], [-2.81546, -2.03992, -1.40571], [-0.57601, 0.68875, 0.84702], [-1.81740, 1.79993, -0.04581], [1.10696, -1.92783, 0.14731], [-1.01453, -0.30896, -1.75542], [-1.86501, -1.12760, 0.21694], [2.74929, -2.15469, -0.58486], [2.77026, 0.84992, 0.77000], [-0.09270, 2.27786, 0.17449], [-2.79667, -3.57857, 0.05576], [-3.00335, -0.04291, -0.81676], [1.11502, 2.61164, 3.17570], [-0.23924, -1.92396, -3.12862], [-3.46528, -2.71293, -0.39475], [1.49252, 3.52263, 4.59227], [1.86619, -1.43407, -0.52495], [2.99926, 1.84740, 1.23095], [-0.31519, 0.84812, -1.30095], [-2.18372, -0.83368, -0.82708], [0.40371, 1.81838, 2.54385], [2.33211, -0.13063, 0.19047]], "atomic_forces_ev_per_a": [[0.24, 0.19, -0.20], [0.24, 0.97, -0.74], [-0.82, -0.56, 0.53], [0.44, -0.29, 1.22], [-0.27, -0.35, 0.53], [0.71, 1.30, 1.12], [0.08, -0.21, -0.51], [0.21, 0.43, 0.58], [1.33, 1.03, -0.78], [-0.32, 0.83, -1.24], [1.03, -0.80, -0.20], [0.54, 0.55, -0.92], [-0.74, -1.21, -1.08], [-0.06, 0.67, -1.20], [-0.95, 0.98, 0.38], [-0.57, 0.01, -0.62], [-0.75, -1.33, -0.27], [-0.61, 0.64, -0.44], [1.07, -0.95, 0.43], [-0.02, -0.52, -1.04], [0.14, 0.54, 1.20], [-0.01, -1.22, 1.10], [-0.39, 0.08, 0.80], [1.43, 0.86, 0.85], [-0.45, -1.50, -0.32], [-1.20, -0.98, 0.46], [-0.77, 1.12, 0.26], [0.18, 0.31, 0.33], [0.31, -0.57, -0.23]]}



(9)
{"formula": "C8H13N3O2S", "method": "the ωB97M-V functional and the def2-TZVPD basis", "e_tot_ha": -1025.39439, "max_force_ev_per_a": 4.017, "e_homo_ev": [-8.19, -8.20], "elements": ["H", "O", "C", "C", "S", "N", "H", "C", "C", "C", "N", "H", "H", "H", "C", "C", "H", "H", "H", "N", "H", "O", "C", "H", "H", "H", "H"], "xyz": [[-0.55326, -0.79357, 1.23910], [2.62445, -1.77696, 0.71435], [-2.43507, 0.40547, 1.37585], [-1.68856, -0.78039, -0.54961], [2.73219, -0.34712, 0.33688], [1.31677, 0.04131, -0.30524], [-3.02421, -0.38248, -2.35936], [-1.48930, -0.40088, 0.80468], [-3.54141, 0.87083, 0.66573], [-3.78415, 0.55669, -0.66235], [0.32374, -1.73796, -0.69122], [2.30999, 0.55479, -2.16752], [-4.15419, 1.48589, 1.23513], [2.43104, 1.49485, 1.96335], [1.43153, 0.78621, -1.51573], [3.18569, 0.75068, 1.81929], [0.91712, -2.41754, -1.18712], [1.32602, 1.80170, -1.20469], [-2.34407, 0.68040, 2.36013], [-0.77139, -1.54893, -1.24096], [-4.48621, 1.11295, -1.29987], [3.83940, -0.04547, -0.50017], [-2.79491, -0.24687, -1.25384], [0.52226, -1.73639, 0.35650], [4.19867, 1.04281, 1.60108], [0.58319, 0.66529, -2.20662], [3.32467, -0.03530, 2.67221]], "atomic_forces_ev_per_a": [[-1.07, 0.77, 0.56], [-0.41, 1.37, 0.62], [-0.25, -0.62, -1.58], [-1.14, 1.21, 0.69], [0.03, -0.88, 1.11], [0.97, -0.32, 0.42], [1.15, -0.42, 1.44], [0.51, -1.11, -1.75], [0.62, -0.68, -0.13], [1.94, 0.26, 0.14], [0.86, -1.95, 2.07], [-0.36, 0.47, 0.89], [-1.37, 1.17, 0.60], [-0.14, 0.42, 0.30], [-0.22, 0.15, -1.30], [-0.14, -3.96, 0.64], [0.18, 0.78, 0.23], [0.51, 1.25, -0.43], [0.24, 0.70, 2.22], [-0.56, 0.43, -1.41], [0.01, -0.68, 0.56], [1.26, 0.23, -1.42], [-1.20, -0.18, -1.72], [-0.27, -0.19, -1.73], [-0.02, 0.66, -0.34], [-0.36, -0.55, 0.48], [-0.79, 1.66, -1.17]]}